This record from the Open Molecules 2025 dataset describes a molecular structure, C42H47HgN6O12PS2Sb2 in a non-equilibrium geometry. The level of theory is the ωB97M-V functional and the def2-TZVPD basis.

Results
HOMO (alpha / beta) in eV: -0.956 / -1.176
Strongest force on any atom in eV Å⁻¹: 2.4
Net charge: -2
Orbital gap (alpha / beta) in eV: 4.369 / 4.591

Structure (XYZ):
```
113
Properties=species:S:1:pos:R:3:mulliken_charge:R:1
Hg 0.05025 1.11078 -0.17121 2.85
C 2.18033 2.93198 4.35452 -1.05
C 2.74849 2.82738 2.94898 -0.33
O 2.02668 1.93197 2.11317 0.89
P 2.24464 0.34780 2.17802 -1.01
S 1.37143 -0.44091 3.74812 -0.59
S 1.90993 -0.30227 0.29094 -0.85
O 3.82574 0.15225 2.44929 -0.13
C 4.83024 0.17124 1.44028 -0.08
C 5.45200 1.54206 1.24405 -1.14
H 2.79599 3.62961 4.91841 0.48
H 2.20349 1.95681 4.84097 0.28
H 1.15699 3.29841 4.34215 0.06
H 3.79109 2.50558 3.02512 0.24
H 2.70883 3.78201 2.42082 0.20
H 4.39094 -0.17726 0.50001 0.27
H 5.57768 -0.55746 1.77402 0.37
H 4.69174 2.25648 0.93168 0.04
H 6.21108 1.47855 0.46772 0.46
H 5.91735 1.90023 2.16247 0.32
O -6.78295 -0.40378 -1.46398 -0.81
N -6.10229 -0.00119 -2.42671 0.96
O -6.64285 0.26437 -3.51566 -0.81
C -4.72440 0.14436 -2.31892 -0.98
C -4.05142 0.66706 -3.43111 -0.84
C -2.67310 0.80668 -3.46456 1.65
C -1.97242 1.38785 -4.56185 -1.43
C -0.60507 1.40984 -4.54047 -0.97
C 0.06743 0.96090 -3.40084 -0.93
N -0.55680 0.46676 -2.32967 1.27
C -1.89515 0.40773 -2.34401 -0.06
C -2.57141 -0.07827 -1.16652 0.04
N -1.79247 -0.36485 -0.11219 0.99
C -2.34826 -0.85665 0.98502 -0.60
C -3.71974 -1.02837 1.11011 -1.08
C -4.54631 -0.67849 0.06287 -0.82
C -3.98567 -0.21174 -1.14125 1.28
H -4.64731 0.99541 -4.26934 0.53
H -2.52837 1.77467 -5.40288 0.43
H -0.03910 1.83976 -5.35215 0.39
H 1.15011 0.98578 -3.35373 0.49
H -1.67172 -1.11807 1.79048 0.10
H -4.13717 -1.40829 2.03292 0.50
H -5.61851 -0.76153 0.15367 0.57
C 0.79967 -3.86215 4.07365 -1.47
Sb 0.85616 -3.12852 1.99676 0.66
C 3.00911 -3.13759 1.92741 -1.54
C 0.73050 -5.24295 1.27736 -1.89
C 1.70613 -5.53694 0.22707 0.92
C 2.96927 -5.99242 0.60014 -0.56
C 3.97104 -6.21208 -0.32445 -0.69
C 3.71500 -5.99522 -1.66736 -0.73
C 2.45390 -5.58921 -2.05989 -0.54
C 1.43459 -5.35682 -1.14149 1.02
C 0.12575 -4.90356 -1.63755 -1.81
Sb -0.02764 -2.68155 -1.60650 0.35
C -1.54661 -2.75364 -3.17680 -1.40
C 1.56398 -2.46868 -3.07235 -1.25
H 0.77791 -3.02336 4.76155 0.36
H 1.67681 -4.47350 4.27414 0.41
H -0.09747 -4.46247 4.20409 0.40
H 3.40829 -3.99024 2.47156 0.56
H 3.35989 -2.21813 2.37775 0.53
H 3.33455 -3.16912 0.89208 0.29
H -0.29829 -5.35639 0.95635 0.42
H 0.89055 -5.86381 2.15234 0.63
H 3.16362 -6.17166 1.64985 0.40
H 4.95008 -6.53817 0.00173 0.38
H 4.49063 -6.14342 -2.40733 0.38
H 2.24291 -5.45237 -3.11269 0.31
H -0.70016 -5.26538 -1.03123 0.58
H -0.03399 -5.21735 -2.66642 0.68
H -1.36325 -3.58001 -3.85820 0.63
H -1.52643 -1.81924 -3.72550 0.31
H -2.52534 -2.86755 -2.72135 0.40
H 1.36496 -3.07058 -3.95708 0.40
H 2.50266 -2.77183 -2.62056 0.38
H 1.62930 -1.42192 -3.34605 0.26
C -1.67572 1.18945 4.10882 -1.81
C -1.15185 1.98045 2.93810 0.37
O -0.78268 1.38516 1.92566 -0.40
C -1.08075 3.43521 3.06900 -0.28
C -1.69288 4.11295 4.13186 -0.55
C -1.56690 5.48143 4.24928 -0.74
C -0.81403 6.19873 3.33009 -0.52
C -0.20525 5.53646 2.27264 -1.06
C -0.34986 4.17247 2.12737 0.66
H -1.36081 0.15645 3.99937 0.16
H -2.76268 1.23847 4.12524 0.42
H -1.27697 1.57547 5.04190 0.50
H -2.27587 3.56485 4.85731 0.42
H -2.05292 5.99817 5.06609 0.38
H -0.70523 7.26977 3.43995 0.40
H 0.39331 6.09251 1.56664 0.49
H 0.11743 3.65053 1.30270 0.65
O 1.17470 5.27071 -6.27160 -0.67
N 2.09286 5.27012 -5.45714 1.06
O 3.21086 5.70043 -5.72855 -0.70
C 1.85209 4.74638 -4.17170 -0.67
C 2.90126 4.62375 -3.26786 -0.57
C 2.66859 4.08285 -2.00731 -0.79
C 1.39028 3.50942 -1.64248 0.64
O 1.25902 2.83652 -0.59240 0.43
C 0.31781 3.73784 -2.59125 -0.58
C 0.55979 4.35306 -3.81934 -0.66
N -0.98398 3.36212 -2.29995 1.26
O -1.28655 2.82291 -1.18600 -0.82
O -1.87567 3.57290 -3.14347 -0.84
N 3.73101 4.06434 -1.09175 0.97
O 3.50706 3.89309 0.10878 -0.61
O 4.87540 4.27246 -1.51523 -0.74
H 3.90034 4.94111 -3.52557 0.61
H -0.25176 4.49051 -4.51562 0.69
```

This record from the Open Molecules 2025 dataset describes a molecular structure, C42H47HgN6O12PS2Sb2. The level of theory is the ωB97M-V functional and the def2-TZVPD basis.

Results
HOMO (alpha / beta) in eV: -1.419 / -1.483
Strongest force on any atom in eV Å⁻¹: 0.5
Net charge: -2
Orbital gap (alpha / beta) in eV: 5.362 / 5.410

Structure (XYZ):
```
113
Properties=species:S:1:pos:R:3:mulliken_charge:R:1
Hg -0.50202 0.84921 0.58283 3.48
C -1.27487 6.44915 -1.04617 -1.03
C 0.10407 6.22372 -0.46865 -0.13
O -0.02889 5.56601 0.79884 -0.49
P 0.70901 4.16855 1.06619 0.85
S 0.25728 3.49722 2.83106 -0.44
S 0.45129 2.97764 -0.54425 -0.57
O 2.24652 4.69253 0.97189 -0.50
C 3.27626 3.71796 1.11620 0.93
C 4.61398 4.41111 1.00300 -1.68
H -1.20559 6.99479 -1.98982 0.38
H -1.89262 7.02072 -0.35274 0.31
H -1.75689 5.48938 -1.23236 0.09
H 0.63087 7.16391 -0.28947 0.35
H 0.70557 5.61694 -1.14817 0.21
H 3.15502 2.96219 0.33256 -0.24
H 3.16617 3.22342 2.08749 0.07
H 4.73490 4.85684 0.01463 0.34
H 5.42101 3.69239 1.15878 0.38
H 4.69738 5.19765 1.75387 0.44
O -8.19050 1.38517 2.77943 -0.81
N -7.08614 1.01452 3.25767 0.95
O -7.01195 0.56166 4.43614 -0.79
C -5.95264 1.11739 2.46019 -0.74
C -6.12121 1.62151 1.17120 -0.92
C -5.04184 1.74591 0.27869 1.62
C -5.18673 2.22596 -1.04535 -0.88
C -4.10072 2.29516 -1.87549 -1.17
C -2.84787 1.88087 -1.40184 -0.39
N -2.69579 1.43684 -0.16628 0.47
C -3.73951 1.37515 0.66968 -1.05
C -3.52899 0.89118 2.02762 -0.45
N -2.26639 0.60749 2.37068 0.66
C -2.00335 0.13124 3.56935 -0.22
C -2.99992 -0.08747 4.50868 -1.22
C -4.30585 0.21770 4.18770 -0.76
C -4.62096 0.73446 2.91805 1.15
H -7.11479 1.90802 0.86484 0.52
H -6.17039 2.53003 -1.38449 0.41
H -4.18887 2.65229 -2.89285 0.53
H -1.96360 1.89013 -2.02617 0.38
H -0.96260 -0.07994 3.79050 0.07
H -2.74908 -0.48573 5.48305 0.49
H -5.10634 0.07285 4.89229 0.58
C 1.89257 0.60858 4.21465 -1.47
Sb 1.55304 -0.19351 2.22393 0.37
C 1.20176 -2.19354 2.85527 -0.84
C 3.68856 -0.24448 1.84779 -2.03
C 4.20773 -1.27361 0.89397 1.30
C 4.26380 -2.59743 1.33184 -0.36
C 4.72608 -3.62079 0.52705 -0.86
C 5.16870 -3.32552 -0.75384 -0.77
C 5.14421 -2.01442 -1.19316 -0.69
C 4.66645 -0.97069 -0.39548 1.02
C 4.66678 0.40908 -0.96950 -1.49
Sb 2.92744 0.84306 -2.22961 -0.22
C 3.77150 -0.17463 -3.94313 -1.49
C 3.76025 2.75952 -2.81113 -1.16
H 2.62942 -0.01003 4.73196 0.44
H 0.96782 0.62174 4.79164 0.42
H 2.25146 1.63524 4.14478 0.31
H 1.83084 -2.44233 3.71133 0.49
H 1.39246 -2.84522 2.00360 0.20
H 0.15262 -2.27771 3.13374 0.03
H 4.07792 -0.43768 2.84989 0.72
H 3.97229 0.77174 1.58068 0.33
H 3.91083 -2.82495 2.33086 0.31
H 4.72039 -4.64130 0.88819 0.37
H 5.52427 -4.11047 -1.40990 0.38
H 5.50133 -1.77837 -2.18951 0.32
H 5.52335 0.54481 -1.63352 0.66
H 4.71129 1.18830 -0.20934 0.42
H 4.82890 0.07026 -4.06119 0.46
H 3.22564 0.13050 -4.83672 0.38
H 3.65147 -1.25140 -3.82136 0.33
H 4.84794 2.76027 -2.71678 0.41
H 3.33511 3.54498 -2.18530 0.11
H 3.49087 2.95783 -3.84920 0.43
C -2.63268 -2.14212 -1.19536 -0.42
C -2.22990 -2.47737 0.21197 0.46
O -1.48635 -1.76479 0.84844 0.65
C -2.77424 -3.73046 0.84036 0.36
C -3.44176 -4.69704 0.09607 -0.46
C -3.92945 -5.84103 0.71201 -0.85
C -3.76194 -6.01672 2.07721 -0.36
C -3.10286 -5.05000 2.82684 -0.84
C -2.60850 -3.91454 2.20948 0.00
H -2.24127 -1.16114 -1.45478 -1.12
H -3.71960 -2.16123 -1.29369 0.66
H -2.21602 -2.88265 -1.88329 0.50
H -3.57472 -4.56538 -0.96924 0.38
H -4.44057 -6.59349 0.12499 0.39
H -4.14814 -6.90638 2.55925 0.37
H -2.97558 -5.18277 3.89366 0.39
H -2.09356 -3.14844 2.77197 0.26
O 1.34681 -5.04896 -4.78939 -0.69
N 0.89973 -4.00490 -5.24553 1.06
O 0.67105 -3.84634 -6.44014 -0.70
C 0.64059 -2.91578 -4.33505 -0.85
C 0.14116 -1.73815 -4.83623 -0.42
C -0.10505 -0.68899 -3.96028 -1.11
C 0.02654 -0.79913 -2.52817 0.52
O -0.48900 0.01480 -1.73642 -0.06
C 0.71011 -2.02609 -2.09640 -0.47
C 0.93606 -3.06943 -2.96951 -0.23
N 1.08180 -2.18385 -0.76579 0.47
O 1.32270 -3.33905 -0.30276 -0.91
O 1.38814 -1.11059 -0.08761 -0.12
N -0.63183 0.52507 -4.54548 1.17
O -1.14229 0.45282 -5.66254 -0.76
O -0.46555 1.58699 -3.96749 -0.58
H -0.06029 -1.62343 -5.88862 0.64
H 1.36894 -3.98094 -2.58998 0.67
```